Record 1
33
Properties=species:S:1:pos:R:3:forces:R:3 method="wB97M-V/def2-TZVPD" energy_ev=-32654.43917 orbital_gap_ev=8.57 smiles="Cc1ccc(SCC(=O)N/N=C/c2ccco2)cc1" lumo_energy_ev=0.546 mol_weight_da=274.345 total_charge=0 de_lowest_ev=2.518
C 2.240 3.183 -1.400 -0.1 0.0 0.0
C 1.683 2.600 -0.139 0.0 0.0 0.1
C 0.707 3.283 0.579 0.0 0.0 0.0
C 0.167 2.748 1.732 0.1 0.1 -0.1
C 0.595 1.506 2.172 -0.1 -0.2 0.5
S -0.131 0.771 3.631 -0.1 0.2 0.0
C -1.840 0.592 3.005 0.4 0.2 0.1
C -1.841 -0.019 1.613 -0.1 0.0 0.2
O -2.424 0.495 0.685 -0.1 0.0 -0.3
N -1.121 -1.174 1.555 0.0 -0.2 0.4
N -0.840 -1.994 0.518 0.1 -0.4 -0.5
C -1.251 -1.771 -0.671 -0.4 0.8 0.3
C -0.908 -2.696 -1.711 0.9 -1.3 0.2
C -0.187 -3.869 -1.697 -0.5 0.8 0.2
C -0.182 -4.344 -3.023 -0.3 0.3 -0.5
C -0.897 -3.435 -3.749 0.5 -0.8 -0.2
O -1.334 -2.439 -2.970 -0.3 0.5 0.2
C 1.573 0.814 1.478 0.0 0.0 0.0
C 2.112 1.364 0.329 0.0 0.1 -0.1
H 1.527 3.054 -2.215 0.0 0.0 -0.1
H 2.422 4.250 -1.284 0.0 0.1 0.0
H 3.170 2.694 -1.679 0.1 0.0 -0.1
H 0.366 4.247 0.230 0.0 0.1 0.0
H -0.585 3.291 2.284 -0.1 0.0 0.1
H -2.354 -0.053 3.717 -0.1 0.0 0.0
H -2.330 1.565 2.972 0.0 -0.2 -0.1
H -0.662 -1.478 2.407 -0.1 0.2 -0.3
H -1.853 -0.917 -0.971 0.0 0.0 0.2
H 0.268 -4.314 -0.837 0.1 -0.1 0.2
H 0.284 -5.235 -3.391 0.1 -0.2 -0.1
H -1.148 -3.391 -4.790 -0.1 0.1 -0.1
H 1.906 -0.149 1.834 0.0 -0.1 0.0
H 2.869 0.818 -0.214 0.1 0.0 -0.1


Record 2
35
Properties=species:S:1:pos:R:3:forces:R:3 method="wB97M-V/def2-TZVPD" energy_ev=-45682.51006 spin_multiplicity=4 orbital_gap_ev="4.78 / 5.11" lumo_energy_ev="-0.915 / -3.299" mol_weight_da=404.412 s2=3.8033 total_charge=0 de_lowest_ev=0.000
C -1.070 0.335 -3.599 0.9 0.1 0.3
C 0.304 -0.026 -3.803 0.1 0.6 -0.1
C 1.094 0.563 -2.752 -0.2 0.5 -0.8
C 0.194 1.254 -1.875 -0.4 1.0 -0.8
C -1.134 1.146 -2.415 1.5 -0.3 -0.2
Tc -0.129 -0.978 -1.811 -0.7 2.1 -1.1
N -1.712 -1.156 -1.209 -2.6 -1.2 2.1
C -0.211 -3.110 -2.129 0.5 -1.2 -0.2
C 0.933 -2.568 -2.771 0.2 -1.4 -0.1
H 2.172 0.530 -2.658 -0.2 0.0 0.0
H 0.690 -0.605 -4.636 -0.2 0.3 0.2
H 0.492 1.862 -1.031 -0.1 -0.3 -0.1
H -2.019 1.617 -2.005 0.1 -0.3 0.1
H -1.902 0.053 -4.241 0.3 0.0 0.3
H 0.921 -2.513 -3.868 0.1 0.0 0.6
H -1.084 -3.361 -2.737 0.3 0.1 0.2
H -2.624 -1.204 -0.754 0.1 0.0 -0.6
H 1.928 -2.722 -2.337 -0.4 0.0 -0.1
H -0.132 -3.691 -1.202 0.1 0.3 -0.3
O 1.139 3.708 1.672 0.4 -0.4 -0.2
S 1.695 2.419 2.003 -0.5 -1.6 0.2
O 3.039 2.332 2.529 -0.5 0.3 -0.4
N 1.470 1.330 0.727 2.3 2.7 -1.2
C 0.845 0.235 1.089 -2.1 -1.7 2.0
S 0.935 -1.240 0.215 0.7 0.0 0.4
C 0.176 0.324 2.386 0.5 -0.3 -0.9
C -0.776 -0.513 2.985 -0.1 0.1 0.3
C -1.280 -0.157 4.235 0.1 -0.2 -0.3
C -0.819 0.994 4.894 0.3 0.4 0.1
C 0.120 1.841 4.284 -0.2 -0.5 -0.2
C 0.579 1.495 3.021 -0.2 0.6 1.0
H -1.114 -1.392 2.437 0.0 0.1 0.3
H -2.046 -0.778 4.706 0.3 0.2 -0.1
H -1.190 1.242 5.890 0.0 -0.1 -0.3
H 0.514 2.735 4.761 -0.2 -0.1 0.1